The following is a DFT calculation (ωB97M-V/def2-TZVPD) of a 13-piece molecular cluster, C16H58N18O13 overall at a distorted geometry.

Element x y z (Å)
C (6.05900, -1.20400, 9.31500)
C (7.16500, -1.93500, 10.18300)
O (7.20300, -1.47800, 11.54000)
H (5.21800, -1.87800, 9.45100)
H (6.47600, -1.29300, 8.32800)
H (5.83900, -0.19600, 9.63100)
H (8.08500, -1.66700, 9.69800)
H (7.02500, -2.99500, 9.99000)
H (7.22100, -0.51200, 11.55800)
C (14.83500, 1.84600, 15.14500)
C (14.27300, 0.46500, 14.92800)
O (14.47800, 0.08100, 13.56600)
H (14.70100, 2.54900, 14.37400)
H (15.87900, 1.80300, 15.11700)
H (14.43500, 2.37300, 16.05000)
H (13.21400, 0.52100, 15.08200)
H (14.57900, -0.21900, 15.65000)
H (13.83700, 0.58000, 13.11000)
C (14.72400, 0.29200, 10.45000)
C (14.77300, -1.11200, 9.85300)
O (14.08000, -1.14600, 8.62300)
H (15.44200, 0.45900, 11.30200)
H (13.69900, 0.59700, 10.69000)
H (15.03800, 1.05800, 9.73700)
H (14.40500, -1.89300, 10.58500)
H (15.77900, -1.44600, 9.68300)
H (13.14800, -1.04600, 8.77900)
C (6.94800, 1.39200, 12.46400)
O (7.38800, 1.47700, 13.83800)
N (5.72400, 1.62000, 12.07700)
N (7.70500, 1.12300, 11.48800)
H (4.96600, 1.63700, 12.77800)
H (5.42800, 1.32100, 11.14400)
H (8.73100, 0.89000, 11.67300)
H (7.51000, 1.23100, 10.48600)
C (12.82100, -2.95600, 16.44700)
O (12.62300, -2.00400, 15.59300)
N (13.02200, -2.76600, 17.73200)
N (12.92600, -4.17900, 16.04800)
H (13.23600, -1.77600, 18.05300)
H (13.08600, -3.54100, 18.44000)
H (12.49100, -4.39400, 15.08100)
H (13.16000, -4.93900, 16.57100)
C (11.77500, 2.78200, 13.49100)
O (12.66500, 2.34200, 12.49100)
N (12.21800, 3.35700, 14.53000)
N (10.47300, 2.76900, 13.41300)
H (13.22300, 3.27400, 14.70500)
H (11.67000, 3.74900, 15.26100)
H (10.10700, 2.50800, 12.44400)
H (10.02300, 2.40200, 14.24800)
C (9.32300, -3.74000, 14.64500)
O (9.64300, -3.43600, 15.95500)
N (9.84000, -3.07500, 13.66100)
N (8.48600, -4.60800, 14.23800)
H (10.40700, -2.21100, 13.77200)
H (9.52600, -3.26800, 12.66100)
H (8.09300, -5.30200, 14.91000)
H (7.83600, -4.50200, 13.39200)
C (8.79400, 0.75800, 8.11700)
O (7.77200, 1.59300, 8.64400)
N (8.82300, 0.30900, 6.89200)
N (9.80100, 0.24800, 8.85600)
H (7.98100, 0.45500, 6.27200)
H (9.71900, -0.00100, 6.53100)
H (9.95100, 0.57900, 9.76900)
H (10.42000, -0.55900, 8.61100)
C (9.82200, 0.98800, 16.37000)
O (10.91700, 1.21800, 17.23300)
N (9.39800, -0.20000, 16.03800)
N (9.23400, 1.87500, 15.69800)
H (9.88200, -0.92500, 16.58500)
H (8.61200, -0.48400, 15.57200)
H (9.57900, 2.85000, 15.92400)
H (8.36100, 1.78600, 15.12600)
C (10.97500, -0.62300, 12.43500)
O (10.04100, 0.11900, 11.75600)
N (11.77000, -1.46500, 11.83600)
N (11.07300, -0.61600, 13.74700)
H (11.67100, -1.66300, 10.84900)
H (12.46800, -2.05200, 12.31300)
H (10.45900, 0.11200, 14.19000)
H (11.77100, -1.01800, 14.32100)
C (10.47500, -2.84500, 7.86200)
O (11.30400, -1.87100, 8.31700)
N (10.88600, -4.08800, 7.78000)
N (9.27900, -2.52700, 7.47000)
H (11.90500, -4.25000, 7.93200)
H (10.30300, -4.85100, 7.32900)
H (9.06800, -1.51500, 7.39500)
H (8.42200, -3.16300, 7.46200)
C (13.46600, -4.19400, 12.94200)
O (14.43400, -5.02600, 12.41500)
N (13.62600, -2.91900, 13.09600)
N (12.28500, -4.55000, 13.36900)
H (14.61400, -2.60000, 12.89700)
H (13.15600, -2.38500, 13.79800)
H (11.38000, -4.01800, 13.38100)
H (12.20100, -5.53000, 12.96400)
C (13.37800, -4.46300, 9.54800)
O (13.57000, -4.21300, 8.16300)
H (12.44400, -4.08200, 9.93200)
H (14.26400, -4.11700, 10.10900)
H (13.28600, -5.58100, 9.62700)
H (14.44600, -4.59500, 7.88100)

Cartesian forces, eV/Å:
0.845 -2.220 1.520
-0.495 2.766 -0.454
-0.606 -2.520 -0.351
-0.661 0.507 -0.429
-0.437 0.468 -0.778
0.141 0.187 -0.219
0.905 0.020 0.024
-0.073 -0.331 1.033
0.378 -0.210 -0.354
-0.472 0.321 1.668
-1.437 2.220 -1.623
1.483 -1.894 1.615
-0.777 0.367 -1.639
1.911 -0.142 0.758
0.649 -0.835 -0.266
-0.856 0.037 0.263
1.157 -1.448 0.744
-1.293 1.374 -1.452
0.849 0.545 0.482
-0.618 0.090 0.924
0.922 -0.319 -0.096
-1.072 -0.491 -0.477
0.161 -0.208 0.461
0.088 -0.346 -0.442
-0.131 0.805 -0.565
0.667 0.115 -0.447
-0.709 -0.120 -0.015
1.559 1.349 7.596
-2.528 -0.666 -6.524
-4.603 0.378 0.926
5.156 -0.758 -2.032
0.948 0.129 -0.630
0.327 0.333 0.674
-1.288 0.114 0.218
-0.297 0.418 -0.102
-0.248 2.938 -2.205
0.230 -1.619 1.945
0.860 2.204 3.832
-1.831 -1.187 -5.106
-0.688 -2.023 -0.552
-0.110 1.421 -1.479
1.145 0.251 2.179
0.671 -1.988 1.965
4.522 -2.403 -7.159
-4.079 1.597 4.509
3.909 1.331 3.519
-2.939 -0.901 -3.421
-0.939 0.166 -0.041
-0.494 0.097 0.189
0.607 0.089 2.298
-0.402 0.136 -0.722
2.533 3.912 7.999
-1.402 -2.012 -5.989
1.801 2.010 -4.474
-5.909 -5.555 -0.993
-1.085 -0.675 0.524
0.421 0.527 2.056
0.614 1.247 -0.621
1.878 0.146 1.728
-3.050 3.353 5.772
4.777 -4.185 -2.683
-2.133 -0.240 -3.897
-0.813 0.806 -0.675
1.808 -0.034 0.974
-0.385 0.328 -0.308
-0.001 0.504 1.392
-0.256 0.348 -0.362
6.424 -0.953 5.236
-5.369 -1.077 -4.248
3.328 -3.775 3.390
-1.585 7.590 -1.104
-0.563 0.058 -0.677
-2.346 -0.105 -1.395
-1.109 -1.587 -0.169
0.691 -0.212 0.224
-3.424 3.285 -3.171
4.430 -3.269 2.702
0.533 -1.336 -2.101
-2.640 3.412 1.061
-0.156 0.421 -0.068
-0.339 0.723 -0.453
1.085 -1.335 -0.448
1.099 -0.427 0.726
4.377 3.106 2.011
-2.741 -3.542 -1.596
0.107 -2.663 -0.420
-4.637 0.701 -0.902
-0.819 0.030 -0.523
1.172 1.726 0.832
-0.136 -1.273 0.283
2.195 1.077 -0.090
5.810 -3.473 -2.795
-5.184 3.850 2.622
5.111 3.035 -1.130
-3.352 -5.579 -1.179
-1.710 -0.138 0.408
-0.042 -0.018 1.377
1.268 0.004 -0.170
-0.629 1.319 1.180
1.587 -2.100 0.213
0.925 -0.088 -0.803
-0.130 0.703 -0.213
-0.756 -0.194 0.060
0.238 0.828 0.582
-1.517 0.659 0.544

As for the total energy: -2608.1373 hartree. As for the LUMO energy: -0.115 eV. For the energy above the lowest of the compared OMol25 structures with the same formula, charge and spin, the calculation gives 31.5 kJ/mol. For the HOMO energy, the calculation gives -8.67 eV. For the HOMO-LUMO gap, the calculation gives 0.3144 Ha.



The following is a DFT calculation (ωB97M-V/def2-TZVPD) of a 14-piece molecular cluster, C16H60N8O14 overall at a distorted geometry.

Element x y z (Å)
C (2.51693, 4.89617, -0.29767)
C (3.35327, 3.84965, 0.43093)
O (2.54518, 3.18053, 1.38866)
H (2.10939, 5.79625, 0.22144)
H (1.72959, 4.39283, -0.78152)
H (3.18621, 5.31352, -1.13937)
H (4.28957, 4.18452, 0.90698)
H (3.67663, 3.15632, -0.26852)
H (2.21825, 2.39037, 0.94730)
C (-3.55484, -2.50117, 1.23965)
C (-2.37064, -2.79928, 2.12741)
O (-2.32911, -1.76152, 3.14845)
H (-3.57041, -1.53023, 0.69092)
H (-4.43716, -2.39026, 1.85629)
H (-3.79894, -3.30331, 0.55456)
H (-1.41623, -2.81388, 1.58332)
H (-2.37398, -3.78304, 2.55769)
H (-3.07895, -1.77160, 3.69385)
C (2.06975, -4.56884, 1.61864)
O (1.51619, -3.43342, 2.20865)
N (1.72389, -4.99501, 0.45460)
N (2.85546, -5.37446, 2.24205)
H (0.87063, -4.50331, 0.04035)
H (1.89092, -5.97229, 0.19922)
H (2.98296, -5.06329, 3.26365)
H (3.60571, -5.83819, 1.70627)
C (-3.86473, 1.77882, 2.45495)
O (-5.17072, 2.22457, 2.58242)
N (-2.90905, 2.43801, 2.94918)
N (-3.64176, 0.68605, 1.81416)
H (-3.26690, 3.31362, 3.34233)
H (-2.02802, 2.10833, 3.31484)
H (-4.54239, 0.27482, 1.55998)
H (-2.77607, 0.26313, 1.53480)
C (2.57433, 0.13581, -2.61747)
O (2.09107, 0.24779, -3.88235)
N (2.87760, 1.21431, -1.95698)
N (2.90483, -0.94807, -2.08737)
H (2.67829, 2.16253, -2.28129)
H (3.43985, 1.10529, -1.11592)
H (2.75246, -1.75051, -2.73221)
H (3.61448, -1.14751, -1.37778)
C (0.32028, -0.17705, 0.17278)
O (-0.82497, -0.18835, 1.05969)
N (0.58144, 0.90774, -0.43959)
N (1.09017, -1.13701, 0.02818)
H (-0.07105, 1.63197, -0.13585)
H (1.34654, 1.04519, -1.12142)
H (0.82508, -2.00679, 0.50708)
H (1.76346, -1.16518, -0.81901)
C (-1.14602, 3.90647, 0.68746)
O (-1.55257, 2.56383, 0.62289)
H (-0.17993, 3.85436, 0.20838)
H (-0.97049, 4.14831, 1.71654)
H (-1.69595, 4.74090, 0.25402)
H (-2.14391, 2.48527, 1.39850)
C (-0.92049, 4.40711, -2.51393)
O (-2.35844, 4.68239, -2.31529)
H (-0.68949, 3.32307, -2.46554)
H (-0.30891, 4.82948, -1.72155)
H (-0.57781, 4.76322, -3.51155)
H (-2.38081, 5.61813, -2.07889)
C (-2.61062, -2.28199, -2.55842)
O (-1.67114, -1.97566, -1.57448)
H (-2.36581, -2.74641, -3.55998)
H (-3.25834, -1.44886, -2.78360)
H (-3.21069, -3.03204, -2.09235)
H (-1.59945, -1.02331, -1.57007)
C (0.90936, -2.67971, -3.41096)
O (1.75693, -2.36118, -4.48450)
H (0.31522, -1.82500, -3.24400)
H (1.30483, -3.16615, -2.48398)
H (0.26044, -3.43907, -3.65546)
H (1.19465, -1.91061, -5.15595)
C (0.73644, 1.26725, 3.22079)
O (-0.18774, 2.02226, 4.00543)
H (0.57904, 0.14691, 3.21614)
H (1.70121, 1.56803, 3.73822)
H (0.72083, 1.58150, 2.15492)
H (0.14925, 2.93610, 4.04461)
C (-2.76599, 1.08880, -1.61874)
O (-1.61817, 0.56011, -2.25224)
H (-2.80350, 2.16138, -1.47545)
H (-2.77230, 0.61195, -0.58011)
H (-3.73054, 0.76362, -1.94606)
H (-0.80774, 0.83706, -1.86491)
C (-1.46365, -4.99272, -0.09946)
O (-0.49657, -4.00191, -0.67089)
H (-1.51696, -5.82867, -0.77827)
H (-2.40090, -4.46595, 0.04677)
H (-0.97639, -5.32814, 0.86762)
H (-0.98157, -3.24472, -1.00357)
C (4.20306, 0.26156, 1.12263)
O (4.84760, 0.96800, 0.13497)
H (4.62394, -0.63916, 1.45481)
H (3.20885, -0.02323, 0.76878)
H (4.09198, 0.99223, 1.97049)
H (5.58471, 1.55060, 0.48927)

Cartesian forces, eV/Å:
2.480 1.907 -1.019
-0.827 1.500 1.380
0.288 -0.190 0.204
0.466 -1.008 0.151
-1.175 -0.587 -0.585
-0.983 -0.442 1.055
-0.562 0.431 0.079
0.648 -1.318 -1.583
-0.280 -0.117 0.269
-0.813 0.490 -0.351
0.284 1.643 0.202
2.521 -0.630 -1.661
0.851 -0.921 0.174
-0.387 -0.253 0.468
0.015 -0.095 -0.326
-0.212 0.769 0.217
-0.641 -0.617 0.515
-1.757 -0.385 0.921
-4.420 6.665 2.978
2.705 -5.132 -2.892
-2.313 0.086 -4.012
3.601 -1.184 4.913
1.290 -0.571 -0.002
-0.151 0.796 0.231
0.389 -0.909 -2.364
-0.708 0.339 0.966
-9.706 0.430 -0.109
5.595 -1.638 -0.563
3.113 4.770 2.746
-1.699 -2.522 -1.455
0.462 -0.523 0.035
0.366 -0.546 0.088
0.831 -0.096 -0.118
0.798 -0.078 0.227
-2.196 4.823 -10.383
1.293 -0.402 5.884
0.756 3.285 2.096
1.641 -7.965 1.185
0.237 -0.895 -0.290
0.191 0.503 -0.232
0.289 0.815 0.541
-0.262 0.864 -0.404
-8.729 0.815 6.514
5.192 -0.415 -4.171
0.059 4.809 -1.971
3.794 -6.027 -1.363
0.046 0.335 -0.267
-0.857 0.036 0.971
0.424 0.244 -0.098
-1.664 -0.178 2.029
1.523 -0.219 0.074
-0.939 0.751 -0.290
0.522 0.711 -0.095
0.232 0.434 0.792
-0.795 -0.553 -0.370
0.234 -0.390 -0.517
-0.614 -0.301 -0.557
1.971 -0.294 -0.102
-0.780 0.423 -0.134
-0.089 0.458 -0.031
-0.269 -0.097 0.660
-0.242 -0.163 -0.077
-1.247 -1.008 -0.892
0.359 -0.543 -0.622
0.984 0.683 1.004
-0.100 0.423 0.008
-0.946 -0.660 0.122
0.461 1.057 -0.005
0.132 -0.121 0.445
0.543 -0.662 -0.703
-0.679 1.029 1.134
0.774 1.077 -0.690
-1.877 -1.869 -1.069
0.898 -0.245 0.921
1.768 0.072 0.339
-1.010 0.242 -0.145
-0.270 1.477 0.485
-0.398 -1.011 -1.241
-0.010 -0.101 0.763
-0.168 -0.691 -0.067
0.176 -0.737 3.649
-1.587 -0.568 -2.112
0.336 0.171 -0.289
0.052 1.041 -0.945
-0.170 -0.444 -1.560
0.746 0.730 0.859
2.367 1.333 0.394
-0.456 -2.565 0.935
-0.327 -0.258 -0.207
-0.022 -0.482 0.128
-0.987 0.338 -0.936
-0.358 1.052 -0.193
-1.854 1.883 2.118
2.523 1.397 -1.398
1.271 -1.237 0.373
-0.124 0.239 0.031
-0.364 -1.198 -0.253
-1.475 -1.315 -0.556

As for the total energy: -2136.7493 hartree. As for the LUMO energy: -0.007 eV. For the energy above the lowest of the compared OMol25 structures with the same formula, charge and spin, the calculation gives 1186.3 kJ/mol. For the HOMO energy, the calculation gives -8.30 eV. For the HOMO-LUMO gap, the calculation gives 0.3047 Ha.



Question: Which of these has the highest HOMO energy?
Answer: C16H60N8O14



Question: Which of these has the highest HOMO energy?
Answer: C16H60N8O14



Question: Among the records above, which one has the highest HOMO energy?
Answer: C16H60N8O14



Question: The lowest HOMO energy belongs to which entry?
Answer: C16H58N18O13